Entry 1:
A 7-piece molecular cluster, C35H55F5N3O15 overall, computed with ωB97M-V/def2-TZVPD.

Structure (ORCA input):
```
! RIJCOSX wB97M-V def2-TZVPD def2/J DEFGRID3
* xyz 1 1
C -0.29 2.71 -0.04
C 0.46 3.69 -0.94
O 1.44 4.19 -0.53
O -0.02 3.89 -2.19
C 0.80 3.14 -3.10
C 0.02 2.41 -4.17
C -0.42 0.99 -3.76
N 0.49 0.38 -2.76
O -0.07 -0.93 -2.52
C 1.78 0.12 -3.27
N 1.96 -0.33 -4.55
N 2.81 0.28 -2.50
C 2.78 0.74 -1.09
C 1.96 -0.17 -0.17
C 2.59 -1.59 0.00
C 1.75 -2.39 0.99
F 0.83 -1.63 1.62
F 2.54 -2.88 1.95
C 0.95 -3.54 0.28
F -0.12 -3.79 1.00
F 0.56 -3.17 -0.92
F 1.69 -4.61 0.20
H 0.43 2.13 0.54
H -0.97 3.21 0.64
H -0.84 2.00 -0.68
H 1.47 3.86 -3.60
H 1.46 2.48 -2.52
H 0.57 2.41 -5.12
H -0.89 2.99 -4.38
H -0.44 0.37 -4.66
H -1.43 0.95 -3.35
H 0.64 -1.55 -2.30
H 1.33 -1.13 -4.72
H 2.89 -0.73 -4.64
H 3.72 0.05 -2.88
H 3.81 0.72 -0.72
H 2.43 1.76 -0.96
H 0.90 -0.22 -0.44
H 2.01 0.28 0.83
H 3.62 -1.45 0.36
H 2.63 -2.05 -1.00
O -2.85 4.66 -1.97
C -2.89 5.35 -1.00
O -2.53 4.92 0.24
C -2.79 5.95 1.21
C -2.83 7.24 0.42
C -3.38 6.78 -0.92
H -3.75 5.73 1.70
H -2.01 5.95 1.97
H -3.43 8.02 0.90
H -1.82 7.63 0.29
H -4.47 6.78 -0.94
H -2.99 7.37 -1.75
O -2.37 -2.16 -4.28
C -3.42 -1.67 -3.94
O -3.78 -0.41 -4.27
C -5.04 -0.09 -3.63
C -5.69 -1.43 -3.33
C -4.48 -2.32 -3.08
H -4.82 0.48 -2.72
H -5.64 0.52 -4.29
H -6.38 -1.39 -2.49
H -6.23 -1.78 -4.21
H -4.16 -2.29 -2.04
H -4.66 -3.35 -3.39
O -5.58 -2.59 -1.16
C -4.92 -3.28 -0.44
O -4.62 -2.95 0.84
C -3.72 -3.93 1.39
C -3.92 -5.18 0.56
C -4.27 -4.60 -0.81
H -2.70 -3.54 1.33
H -3.96 -4.09 2.44
H -3.06 -5.84 0.55
H -4.77 -5.75 0.94
H -3.37 -4.39 -1.40
H -4.95 -5.23 -1.36
O 1.55 7.28 2.15
C 2.37 6.60 2.68
O 2.83 6.82 3.95
C 3.88 5.88 4.26
C 3.67 4.72 3.30
C 3.09 5.41 2.08
H 4.84 6.38 4.10
H 3.80 5.59 5.30
H 4.57 4.16 3.10
H 2.93 4.03 3.72
H 3.87 5.76 1.40
H 2.40 4.76 1.55
O 5.08 0.38 1.66
C 4.85 0.51 2.83
O 4.39 1.66 3.37
C 4.31 1.53 4.80
C 4.22 0.04 5.06
C 5.04 -0.54 3.91
H 5.20 1.98 5.24
H 3.43 2.06 5.17
H 4.58 -0.25 6.05
H 3.19 -0.30 4.97
H 6.11 -0.60 4.16
H 4.67 -1.51 3.59
O -2.60 -8.32 0.99
C -1.43 -8.24 1.24
O -0.70 -9.21 1.85
C 0.65 -8.75 2.07
C 0.84 -7.63 1.07
C -0.55 -7.05 0.94
H 0.73 -8.40 3.10
H 1.34 -9.57 1.93
H 1.60 -6.91 1.37
H 1.14 -8.05 0.10
H -0.74 -6.28 1.69
H -0.74 -6.66 -0.05
*
```

Summary:
* maximum force: 3.8 eV/A
* LUMO energy: -0.134 Ha
* gap between HOMO and LUMO: 7.8 eV

Mulliken population analysis, charges in e, atoms 1 to 99:
1 C -0.57
2 C 0.67
3 O -0.49
4 O -0.28
5 C 0.40
6 C -1.22
7 C -0.98
8 N 0.75
9 O -0.35
10 C -0.39
11 N -0.46
12 N 0.09
13 C -1.16
14 C -0.31
15 C -1.62
16 C 1.32
17 F -0.33
18 F -0.34
19 C 0.26
20 F -0.25
21 F -0.24
22 F -0.31
23 H 0.09
24 H 0.43
25 H 0.12
26 H 0.28
27 H -0.48
28 H 0.48
29 H 0.43
30 H 0.47
31 H 0.62
32 H 0.39
33 H 0.31
34 H 0.34
35 H 0.35
36 H 0.90
37 H -0.21
38 H 0.45
39 H 0.84
40 H 0.42
41 H 0.49
42 O -0.60
43 C 0.51
44 O -0.30
45 C -0.44
46 C -0.53
47 C -0.40
48 H 0.28
49 H 0.33
50 H 0.35
51 H 0.25
52 H 0.27
53 H 0.29
54 O -0.64
55 C 0.40
56 O -0.37
57 C -0.42
58 C -0.68
59 C 0.03
60 H 0.22
61 H 0.35
62 H 0.42
63 H 0.25
64 H -0.12
65 H 0.55
66 O -0.55
67 C 0.44
68 O -0.36
69 C -0.17
70 C -0.07
71 C -0.57
72 H 0.05
73 H 0.33
74 H -0.17
75 H 0.39
76 H 0.31
77 H 0.42
78 O -0.58
79 C 0.53
80 O -0.37
81 C -0.55
82 C -0.02
83 C 0.02
84 H 0.25
85 H 0.34
86 H 0.28
87 H 0.03
88 H 0.35
89 H -0.26
90 O -0.64
91 C 0.44
92 O -0.24
93 C -0.44
94 C -0.61
95 C -0.28
96 H 0.30
97 H 0.36
98 H 0.36
99 H 0.25

Entry 2:
One molecule with the formula C9H11NO3, computed with ωB97M-V/def2-TZVPD.

Structure (ORCA input):
```
! RIJCOSX wB97M-V def2-TZVPD def2/J DEFGRID3
* xyz 0 1
C -2.18 0.75 -0.23
C -2.45 -0.72 0.15
C -1.02 0.97 -1.10
C 0.31 0.47 -0.64
C 1.20 1.50 -0.12
C 0.75 -0.74 -0.84
C 2.49 1.16 0.17
C 2.04 -1.19 -0.36
C 2.85 -0.20 0.15
H -3.18 1.75 1.20
H -1.79 1.06 1.61
H -3.05 0.97 -0.85
H -1.30 0.39 -1.97
H -0.86 1.97 -1.35
H 0.83 2.46 0.27
H 0.12 -1.47 -1.41
H 3.22 1.94 0.48
H 2.28 -2.27 -0.23
H 4.37 -1.40 0.40
H -2.47 -2.17 1.24
N -2.25 1.65 0.93
O -2.41 -1.53 -0.78
O 4.07 -0.60 0.77
O -2.46 -1.21 1.38
*
```

Summary:
* energy above the lowest of the compared OMol25 structures with the same formula, charge and spin: 1.681 eV
* maximum force: 5.9 eV/A
* LUMO energy: 0.023 Ha
* SMILES: N[C@@H](Cc1ccc(O)cc1)C(=O)O
* gap between HOMO and LUMO: 9.4 eV

Partial atomic charges computed with the Mulliken method, in multiples of e:
1 C 0.38
2 C 0.46
3 C -1.59
4 C 0.14
5 C -0.49
6 C 0.02
7 C -0.67
8 C -0.74
9 C 0.89
10 H 0.29
11 H 0.32
12 H 0.38
13 H 0.44
14 H 0.55
15 H 0.33
16 H 0.34
17 H 0.34
18 H 0.27
19 H 0.29
20 H 0.35
21 N -0.71
22 O -0.59
23 O -0.53
24 O -0.48

Entry 3:
C34H38N8O3Rb as an isolated structure, computed with ωB97M-V/def2-TZVPD.

Structure (ORCA input):
```
! RIJCOSX wB97M-V def2-TZVPD def2/J DEFGRID3
* xyz -1 1
Rb 1.14 0.64 -0.01
C 1.15 -3.30 -2.44
N 0.75 -3.28 -1.05
C -0.60 -3.78 -0.85
C -1.67 -2.71 -0.83
C -2.92 -2.93 -1.39
C -3.91 -1.97 -1.23
C -3.61 -0.82 -0.51
C -2.33 -0.68 -0.01
N -1.38 -1.60 -0.16
C 1.73 -3.85 -0.13
C 3.03 -3.09 -0.13
C 4.14 -3.58 -0.79
C 5.31 -2.83 -0.79
C 5.32 -1.62 -0.12
C 4.17 -1.22 0.54
N 3.05 -1.93 0.54
C 0.62 -2.13 -3.24
C -0.14 -2.32 -4.38
C -0.46 -1.21 -5.16
C 0.00 0.03 -4.77
C 0.73 0.13 -3.59
N 1.02 -0.93 -2.84
H 0.87 -4.24 -2.93
H 2.24 -3.21 -2.48
H -0.64 -4.28 0.13
H -0.86 -4.54 -1.60
H -3.11 -3.85 -1.94
H -4.89 -2.12 -1.66
H -4.35 -0.04 -0.35
H -2.04 0.22 0.54
H 1.92 -4.92 -0.33
H 1.30 -3.77 0.87
H 4.09 -4.54 -1.30
H 6.19 -3.18 -1.32
H 6.20 -0.98 -0.13
H 4.15 -0.28 1.08
H -0.47 -3.31 -4.66
H -1.06 -1.32 -6.06
H -0.21 0.92 -5.36
H 1.13 1.08 -3.24
C -0.67 3.45 -1.17
N -1.63 2.36 -1.01
C -2.21 2.02 -2.29
C -2.56 2.61 0.04
C -3.89 2.92 -0.21
C -4.80 3.17 0.82
C -4.33 3.15 2.13
C -3.01 2.85 2.41
C -2.07 2.53 1.39
N -0.83 2.06 1.62
C -0.12 2.41 2.74
C -0.08 3.72 3.24
C 0.73 4.10 4.30
C 1.54 3.16 4.92
C 1.51 1.85 4.47
C 0.70 1.45 3.40
N 0.69 0.10 2.94
C 1.75 -0.75 3.43
C -0.60 -0.56 3.10
H -1.15 4.34 -1.61
H -0.27 3.72 -0.19
H 0.16 3.14 -1.81
H -2.68 2.88 -2.80
H -1.43 1.64 -2.95
H -2.96 1.24 -2.17
H -4.24 2.97 -1.23
H -5.83 3.40 0.60
H -5.01 3.35 2.95
H -2.67 2.81 3.43
H -0.69 4.46 2.73
H 0.74 5.13 4.62
H 2.18 3.44 5.74
H 2.13 1.11 4.97
H 1.65 -1.00 4.50
H 1.74 -1.68 2.86
H 2.72 -0.27 3.28
H -0.76 -0.88 4.14
H -1.40 0.12 2.81
H -0.65 -1.44 2.45
O 3.73 0.59 -1.67
N 3.20 1.58 -1.13
O 3.42 1.84 0.08
O 2.39 2.29 -1.77
*
```

Summary:
* energy above the lowest of the compared OMol25 structures with the same formula, charge and spin: 0.216 eV
* maximum force: 2.5 eV/A
* LUMO energy: 0.076 Ha
* gap between HOMO and LUMO: 5.2 eV

Partial atomic charges computed with the Mulliken method, in multiples of e:
1 Rb 0.46
2 C -0.59
3 N 0.91
4 C -1.44
5 C 0.96
6 C -1.13
7 C -0.65
8 C -1.12
9 C -0.22
10 N 0.62
11 C -0.92
12 C 0.27
13 C -0.78
14 C -0.57
15 C -0.89
16 C 0.08
17 N 0.18
18 C 0.35
19 C -0.88
20 C -0.45
21 C -0.87
22 C -0.29
23 N 0.15
24 H 0.21
25 H 0.31
26 H 0.50
27 H 0.15
28 H 0.41
29 H 0.42
30 H 0.56
31 H 0.64
32 H 0.24
33 H 0.55
34 H 0.44
35 H 0.39
36 H 0.41
37 H 0.35
38 H 0.39
39 H 0.39
40 H 0.47
41 H 0.59
42 C -1.00
43 N 1.46
44 C -0.95
45 C -0.23
46 C -0.07
47 C -0.92
48 C -0.71
49 C -0.81
50 C -0.78
51 N 1.50
52 C -0.87
53 C -0.61
54 C -0.84
55 C -0.81
56 C -0.13
57 C 0.39
58 N 1.13
59 C -1.20
60 C -0.91
61 H 0.23
62 H 0.14
63 H 0.43
64 H 0.37
65 H -0.14
66 H 0.34
67 H 0.32
68 H 0.38
69 H 0.38
70 H 0.44
71 H 0.40
72 H 0.37
73 H 0.38
74 H 0.39
75 H 0.38
76 H -0.03
77 H 0.39
78 H 0.25
79 H 0.21
80 H 0.14
81 O -0.53
82 N 0.60
83 O -0.54
84 O -0.55